This record from the Open Molecules 2025 dataset describes 3 unconnected molecules or ions with the total composition CH4N2O3S in a non-equilibrium geometry. The level of theory is ωB97M-V/def2-TZVPD.

Positions of all 11 atoms, in Å:
C -1.640022 0.455091 0.168741
N -1.493033 1.479735 0.988954
N -1.771766 -0.550687 -0.391896
O 0.664942 -2.101135 -0.438868
O 3.045213 0.106412 -1.281590
O 1.135797 0.774084 0.205770
S 2.284258 -0.030062 -0.045542
H 0.054841 -1.362506 -0.361898
H -0.459022 1.751411 1.136940
H -2.382157 1.880955 1.387773
H 0.560951 -2.403294 -1.368384

Forces on atoms 1 to 3 (eV/Å):
-0.2965 -1.1194 0.4183
0.7141 1.1009 0.3815
-0.0028 0.6531 -0.3305

The value obtained for the total energy is -773.89491 Eh. As for the HOMO energy: -10.2 eV. The spin multiplicity is 1. Its LUMO energy is -0.8 eV. For the relative energy (zero: lowest compared OMol25 entry of this formula, charge and spin), the calculation gives 81.24 kJ/mol. The value obtained for the largest force on an atom is 2.77 eV Å⁻¹.